{"formula": "C28H82AsF6N6O12", "method": "the ωB97M-V functional and the def2-TZVPD basis", "species": ["As", "F", "F", "F", "F", "F", "F", "C", "C", "C", "O", "C", "N", "H", "H", "H", "H", "H", "H", "H", "H", "H", "H", "H", "C", "C", "C", "O", "C", "N", "H", "H", "H", "H", "H", "H", "H", "H", "H", "H", "H", "C", "C", "C", "O", "C", "N", "H", "H", "H", "H", "H", "H", "H", "H", "H", "H", "H", "C", "C", "C", "O", "C", "N", "H", "H", "H", "H", "H", "H", "H", "H", "H", "H", "H", "C", "C", "C", "O", "C", "N", "H", "H", "H", "H", "H", "H", "H", "H", "H", "H", "H", "C", "C", "C", "O", "C", "N", "H", "H", "H", "H", "H", "H", "H", "H", "H", "H", "H", "C", "C", "O", "O", "H", "H", "H", "H", "H", "H", "C", "C", "O", "O", "H", "H", "H", "H", "H", "H", "O", "H", "H", "O", "H", "H"], "xyz": [[29.65792, -3.80998, 18.48618], [31.19221, -3.19280, 19.17232], [29.67916, -5.14977, 19.73109], [28.07629, -4.38304, 17.92602], [29.77993, -2.57163, 17.14297], [30.56870, -4.97656, 17.41451], [28.69308, -2.69305, 19.57058], [27.28280, 0.64793, 26.35997], [27.31771, -0.33966, 25.27892], [28.37148, -0.01798, 24.17262], [28.31893, -1.03195, 23.06635], [27.21492, -0.91422, 22.31380], [27.65339, -1.59663, 25.81267], [26.31347, 0.54091, 26.84684], [27.41999, 1.64968, 25.95281], [27.90822, 0.52283, 27.24388], [26.31548, -0.42304, 24.85857], [29.31269, -0.02765, 24.72230], [28.14725, 0.93624, 23.69587], [26.38877, -1.33711, 22.88541], [27.25979, -1.49975, 21.39551], [27.01375, 0.12115, 22.03877], [26.95261, -1.86420, 26.48897], [27.56226, -2.25437, 25.05163], [24.94808, -4.94186, 22.05362], [26.12878, -5.33969, 21.15236], [25.62634, -5.58349, 19.70133], [24.87463, -6.85968, 19.58616], [24.57953, -7.27684, 18.24712], [27.15048, -4.33669, 21.29845], [24.12126, -5.65013, 22.00037], [24.59092, -3.95858, 21.74755], [25.23166, -4.85371, 23.10239], [26.72398, -6.19628, 21.46874], [26.49909, -5.68379, 19.05608], [25.03020, -4.72497, 19.39202], [23.76232, -7.99719, 18.21020], [25.44244, -7.76772, 17.79707], [24.35837, -6.49708, 17.51831], [27.93016, -4.64143, 20.73336], [26.88274, -3.46339, 20.86743], [24.29462, -1.93578, 19.55033], [24.97679, -1.50181, 18.24763], [25.81517, -0.16005, 18.36170], [25.02375, 0.97820, 18.80025], [25.76788, 2.20748, 18.80224], [25.71382, -2.62118, 17.73208], [24.98908, -2.08254, 20.37754], [23.73796, -2.85004, 19.34451], [23.69280, -1.13084, 19.97223], [24.19137, -1.42468, 17.49579], [26.23147, -0.06092, 17.35921], [26.62666, -0.24586, 19.08435], [26.56081, 2.29176, 18.05910], [26.22146, 2.50330, 19.74820], [25.08592, 2.98910, 18.46745], [26.06651, -2.35286, 16.82448], [26.57172, -2.78774, 18.23841], [34.27760, -0.65529, 21.72356], [33.32599, -1.59471, 21.07175], [32.44047, -2.33702, 22.16497], [33.18638, -2.84292, 23.34532], [34.10761, -3.82392, 23.04298], [32.57205, -0.83718, 20.04136], [34.94135, -0.18574, 20.99758], [34.89364, -1.20691, 22.43371], [33.80566, 0.11782, 22.32993], [33.88566, -2.36506, 20.54124], [31.88900, -3.15714, 21.70521], [31.78089, -1.58156, 22.59197], [35.06011, -3.56468, 22.58075], [33.74737, -4.58186, 22.34740], [34.41930, -4.34390, 23.94885], [32.00134, -1.54692, 19.60471], [31.81094, -0.25812, 20.36619], [30.32564, 2.11403, 21.04276], [29.53490, 1.03476, 20.26601], [29.83523, 0.99677, 18.76844], [29.17291, 2.07382, 18.08577], [29.22747, 2.14114, 16.65088], [30.00135, -0.14237, 20.84831], [30.12128, 3.09560, 20.61513], [31.40007, 2.04831, 20.87130], [30.13356, 2.23896, 22.10841], [28.47107, 1.08206, 20.49871], [29.55032, 0.01832, 18.38169], [30.91744, 0.96735, 18.64170], [28.76857, 3.06658, 16.30292], [28.60457, 1.30032, 16.34570], [30.26934, 1.93915, 16.40230], [29.58577, -0.23462, 21.76421], [29.55609, -0.89208, 20.33862], [32.41052, -2.06388, 13.48691], [31.83310, -1.94456, 14.89669], [32.76529, -1.22981, 15.87434], [33.92101, -1.99981, 16.19970], [33.76159, -3.15308, 16.96884], [30.53986, -1.38554, 14.88464], [32.67267, -1.10462, 13.04061], [31.68906, -2.61125, 12.88031], [33.38835, -2.53719, 13.57605], [31.70131, -2.97653, 15.22191], [32.22533, -1.12599, 16.81550], [32.98147, -0.22158, 15.52102], [32.81353, -3.65387, 16.77261], [33.69963, -2.76464, 17.98539], [34.62774, -3.81350, 16.92721], [30.18263, -1.70042, 15.77534], [30.00720, -1.85196, 14.16434], [28.53379, -8.12871, 16.79772], [28.28564, -8.70716, 18.21782], [27.38758, -9.83174, 18.23990], [27.33425, -7.60139, 16.22523], [29.00061, -8.80096, 16.07781], [29.23641, -7.29731, 16.85423], [27.97029, -7.93967, 18.92464], [29.21830, -9.01427, 18.69103], [26.51189, -9.56636, 17.94950], [26.77458, -8.31090, 15.90125], [32.74325, -6.81125, 18.92310], [33.10424, -6.02012, 20.11950], [34.50855, -6.04466, 20.01798], [33.07562, -8.17085, 19.10711], [33.28551, -6.46534, 18.04309], [31.66132, -6.76457, 18.79923], [32.60371, -6.39378, 21.01277], [32.68259, -5.04008, 19.89626], [34.79622, -6.94327, 19.84086], [33.87216, -8.40890, 18.62705], [27.92116, -4.85836, 15.42052], [27.41305, -5.66317, 15.31882], [27.72539, -4.56163, 16.30926], [30.47461, -5.33582, 14.29845], [29.69048, -5.71141, 14.69883], [30.47576, -4.42221, 14.58400]], "energy_ev": -141019.8105, "homo_energy_ev": -6.0, "total_charge": -1, "lumo_ev": 1.9481, "relative_energy_kj_mol": 261.8}